# 1
{
  "formula": "C21H44AsF6O17",
  "method": "the ωB97M-V functional and the def2-TZVPD basis",
  "e_homo_ev": -7.92,
  "molar_mass_da": 757.5,
  "total_energy_ha": -4940.84762,
  "fmax_ev_per_a": 2.7,
  "charge": -1,
  "gap_ha": 0.3666,
  "symbols": ["As", "F", "F", "F", "F", "F", "F", "C", "O", "H", "H", "H", "H", "C", "O", "H", "H", "H", "H", "C", "O", "H", "H", "H", "H", "C", "O", "H", "H", "H", "H", "C", "O", "H", "H", "H", "H", "C", "C", "C", "O", "C", "O", "O", "H", "H", "H", "H", "H", "H", "C", "C", "C", "O", "C", "O", "O", "H", "H", "H", "H", "H", "H", "C", "C", "C", "O", "C", "O", "O", "H", "H", "H", "H", "H", "H", "C", "C", "C", "O", "C", "O", "O", "H", "H", "H", "H", "H", "H"],
  "coordinates": [[-0.092, -0.397, -0.160], [-1.340, -1.598, -0.478], [-0.983, 0.735, -1.179], [1.012, 0.891, 0.172], [0.707, -1.460, 0.971], [0.941, -0.965, -1.444], [-1.098, 0.172, 1.175], [3.680, 2.346, -1.055], [4.545, 3.070, -1.935], [2.676, 2.368, -1.469], [4.084, 1.341, -0.973], [3.699, 2.724, -0.025], [4.050, 3.855, -2.186], [-4.108, 0.416, -1.324], [-4.870, -0.780, -1.534], [-3.508, 0.453, -0.421], [-3.456, 0.540, -2.193], [-4.819, 1.252, -1.341], [-4.969, -0.891, -2.479], [-0.240, 3.987, 0.957], [0.312, 4.984, 0.099], [-1.123, 3.561, 0.469], [0.481, 3.187, 1.103], [-0.538, 4.371, 1.939], [-0.429, 5.446, -0.297], [-1.520, 2.495, -4.229], [-0.312, 1.819, -3.916], [-1.566, 3.470, -3.729], [-1.495, 2.733, -5.291], [-2.412, 1.945, -3.928], [-0.423, 1.445, -3.035], [3.343, -0.691, -2.950], [2.910, 0.577, -3.467], [3.257, -0.762, -1.863], [2.656, -1.437, -3.351], [4.389, -0.856, -3.194], [1.949, 0.524, -3.424], [3.279, -0.871, 3.070], [4.612, -1.000, 2.380], [4.805, -0.285, 1.031], [5.862, 0.641, 1.228], [6.285, 0.592, 2.488], [7.162, 1.279, 2.916], [5.581, -0.308, 3.204], [2.935, 0.153, 3.199], [3.263, -1.414, 4.016], [2.550, -1.438, 2.480], [4.813, -2.053, 2.170], [3.857, 0.145, 0.702], [5.133, -0.952, 0.235], [-0.565, -1.190, -5.728], [-0.523, -1.957, -4.421], [-1.738, -1.706, -3.517], [-2.143, -3.053, -3.209], [-1.329, -3.961, -3.770], [-1.422, -5.137, -3.594], [-0.456, -3.365, -4.589], [-0.769, -0.130, -5.600], [-1.227, -1.632, -6.477], [0.408, -1.247, -6.227], [0.398, -1.714, -3.885], [-2.595, -1.216, -3.988], [-1.509, -1.080, -2.659], [-2.206, -4.613, 1.697], [-2.337, -3.195, 2.269], [-3.405, -2.357, 1.560], [-4.262, -2.027, 2.673], [-3.770, -2.501, 3.837], [-4.282, -2.253, 4.892], [-2.670, -3.228, 3.649], [-1.260, -5.101, 1.919], [-2.215, -4.600, 0.604], [-3.110, -5.142, 2.008], [-1.395, -2.676, 2.071], [-3.915, -2.965, 0.811], [-2.987, -1.489, 1.069], [-2.517, 1.477, 3.731], [-1.236, 1.269, 4.549], [0.033, 1.615, 3.745], [0.607, 2.715, 4.412], [-0.276, 3.190, 5.350], [-0.194, 4.234, 5.915], [-1.230, 2.304, 5.545], [-2.876, 0.549, 3.281], [-2.539, 2.319, 3.046], [-3.318, 1.638, 4.463], [-1.243, 0.309, 5.060], [-0.208, 1.773, 2.693], [0.748, 0.786, 3.681]],
  "mulliken_charge": [2.07, -0.41, -0.48, -0.43, -0.54, -0.42, -0.48, 0.00, -0.59, 0.16, -0.24, 0.38, 0.32, 0.23, -0.54, -0.14, -0.27, 0.42, 0.32, -0.14, -0.55, 0.23, -0.16, 0.32, 0.30, -0.72, -0.51, 0.31, 0.31, 0.18, 0.28, -0.41, -0.54, 0.03, 0.20, 0.36, 0.37, -1.22, 0.52, 0.47, -0.34, 0.60, -0.57, -0.42, 0.31, 0.47, 0.16, 0.30, -0.58, 0.23, -1.49, 1.39, 0.69, -0.38, 0.57, -0.58, -0.41, 0.23, 0.41, 0.39, -0.45, 0.07, -0.45, -1.54, 1.12, 0.56, -0.43, 0.55, -0.59, -0.40, 0.31, 0.38, 0.40, -0.24, 0.31, -0.48, -1.13, 0.58, 1.11, -0.38, 0.53, -0.57, -0.40, 0.04, 0.23, 0.49, 0.34, -0.66, -0.24]
}

# 2
{
  "formula": "C3H4N2O",
  "method": "the ωB97M-V functional and the def2-TZVPD basis",
  "e_homo_ev": -10.75,
  "molar_mass_da": 84.1,
  "total_energy_ha": -301.43298,
  "fmax_ev_per_a": 0.8,
  "gap_ha": 0.4339,
  "symbols": ["C", "C", "N", "O", "C", "N", "H", "H", "H", "H"],
  "coordinates": [[-1.636, 0.023, -0.054], [-0.132, -0.060, -0.128], [0.515, -0.596, -1.125], [1.851, -0.456, -0.774], [1.884, 0.153, 0.411], [0.700, 0.429, 0.870], [-2.163, -0.438, -0.905], [-1.971, -0.465, 0.868], [-1.932, 1.078, 0.006], [2.884, 0.331, 0.831]],
  "nbo_charge": [-0.65, 0.31, -0.15, -0.29, 0.35, -0.50, 0.24, 0.24, 0.24, 0.21]
}